C24H32NOPPdS2Si | ωB97M-V with the def2-TZVPD basis set

Geometry (Å):
Pd -0.41929 0.21434 -0.18643
C -6.81580 0.15765 0.21905
C -5.32329 0.21280 0.14567
C -4.54856 -0.94191 0.05095
C -3.17636 -0.83990 -0.02383
N -2.53430 0.33835 -0.00177
C -3.26854 1.45587 0.07925
C -4.64325 1.43123 0.15504
H -7.17328 -0.85575 0.38446
H -7.24614 0.52395 -0.71501
H -7.18679 0.79850 1.01862
H -5.01123 -1.91934 0.03453
H -2.56511 -1.73321 -0.10227
H -2.71941 2.39006 0.09593
H -5.18580 2.36463 0.22652
C 0.41638 -1.47426 2.62835
Si 0.02464 0.30033 2.28453
C 1.37007 1.48935 2.69889
C -1.60114 0.82660 2.98127
H 0.59211 -1.50931 3.71081
H 1.31785 -1.83231 2.13567
H -0.40913 -2.15226 2.41113
H 1.27462 1.64277 3.78088
H 1.26103 2.46803 2.23210
H 2.36652 1.10468 2.50011
H -1.45683 0.80087 4.06873
H -2.42703 0.16087 2.73916
H -1.86453 1.84973 2.71415
C 2.01261 0.57314 -2.45207
P 1.76940 -0.19620 -0.82477
C 3.20565 0.22086 0.15276
C 3.71573 1.52084 0.10825
C 4.78618 1.86265 0.91768
C 5.34693 0.91660 1.76745
C 4.84877 -0.37915 1.80295
C 3.77650 -0.73079 0.99750
C 1.73152 -1.96754 -1.11904
C 2.80074 -2.60538 -1.74946
C 2.72793 -3.96129 -2.02238
C 1.59355 -4.68440 -1.67431
C 0.52567 -4.05918 -1.04480
C 0.60145 -2.70437 -0.76490
H 2.96393 0.24878 -2.87432
H 2.01100 1.65830 -2.36801
H 1.20426 0.26231 -3.11457
H 3.28247 2.26677 -0.54509
H 5.18674 2.86660 0.88260
H 6.18578 1.18725 2.39450
H 5.30313 -1.11838 2.44860
H 3.40674 -1.74926 1.00633
H 3.69078 -2.04830 -2.01759
H 3.55748 -4.45762 -2.50712
H 1.54463 -5.74295 -1.89110
H -0.35107 -4.62889 -0.76848
H -0.22583 -2.22790 -0.23619
C -1.81530 2.52999 -3.84172
O -1.18934 2.03768 -2.61711
C -0.73031 2.93434 -1.79128
S -0.68839 4.55863 -1.81779
S 0.05032 2.45221 -0.33285
H -2.09957 1.63933 -4.38939
H -1.09419 3.12258 -4.39900
H -2.68334 3.13038 -3.58174

Forces on atoms 1 to 3 (eV/Å):
Pd 0.323 -0.172 -0.083
C 0.008 0.000 0.003
C -0.019 -0.003 -0.002

Total charge: +2
LUMO energy (spin up / spin down) (eV): -7.82 / -7.82
Highest occupied orbital energy (spin up / spin down) (eV): -14.31 / -14.31
Kohn-Sham gap (spin up / spin down) (eV): 6.488 / 6.494

C26H20N3OPt | ωB97M-V with the def2-TZVPD basis set

Geometry (Å):
Pt 0.51907 -0.28645 -0.69339
C 4.80758 -0.61895 -0.54385
C 3.44452 -0.95194 -0.52912
N 2.51105 -0.03408 -0.66010
C 2.83746 1.28263 -0.82360
C 4.17674 1.68539 -0.85252
C 5.16953 0.68847 -0.70316
C 4.47019 3.05885 -1.03247
C 3.45223 3.95875 -1.18328
C 2.10625 3.55559 -1.15756
C 1.76402 2.22711 -0.97008
N 0.50246 1.64718 -0.92143
C -0.76546 2.20763 -0.92568
C -1.12391 3.54476 -0.99316
C -2.47242 3.93329 -0.97320
C -3.47749 3.01042 -0.88186
C -3.16732 1.63136 -0.80733
C -4.15008 0.62050 -0.69407
C -3.77512 -0.68982 -0.62516
C -2.41030 -1.01124 -0.66473
N -1.48119 -0.08342 -0.76621
C -1.82442 1.23899 -0.83593
H 5.54358 -1.40093 -0.43208
H 3.08630 -1.96709 -0.41099
H 6.21259 0.97705 -0.72058
H 5.50303 3.37954 -1.05746
H 3.67510 5.00613 -1.32953
H 1.36156 4.31543 -1.30310
H -0.38707 4.32330 -1.05478
H -2.70905 4.98645 -1.02697
H -4.51405 3.31940 -0.86332
H -5.19460 0.90216 -0.65916
H -4.49969 -1.48446 -0.52971
H -2.06114 -2.03347 -0.60416
C 0.02247 -4.51800 -0.30450
C -0.00543 -3.11813 0.22684
O 0.67782 -2.25362 -0.52949
C -0.71998 -2.77272 1.40047
C -1.64067 -3.69835 1.96323
C -2.41957 -3.36442 3.04943
C -2.31420 -2.11216 3.65324
C -1.37585 -1.21055 3.16053
C -0.59114 -1.52809 2.07004
H 0.68034 -4.55791 -1.16957
H -0.96793 -4.86173 -0.62056
H 0.38220 -5.22726 0.44427
H -1.74938 -4.68108 1.52409
H -3.11838 -4.09278 3.44082
H -2.92884 -1.85880 4.50542
H -1.23734 -0.25523 3.65201
H 0.17591 -0.82773 1.76345

Forces on atoms 1 to 3 (eV/Å):
Pt -0.184 -0.039 -0.131
C -0.013 0.022 -0.006
C -0.004 0.023 0.025

2S+1: 3
Total charge: +1
LUMO energy (spin up / spin down) (eV): -3.63 / -5.70
Highest occupied orbital energy (spin up / spin down) (eV): -8.03 / -11.13
Kohn-Sham gap (spin up / spin down) (eV): 4.397 / 5.421

Energy relative to the best compared isomer or geometry (same formula, charge and spin) for the records above, in order: 31.60 0.00 kcal per mole